DFT (wB97M-V/def2-TZVPD) results for 14 unconnected molecules or ions with the total composition C44H104O18.

The energy is -3092.46511 Ha. The multiplicity is 2. Its gap between HOMO and LUMO (spin up / spin down) is 9.411 / 3.012 eV. As for the charge: +1.

Bonds (Å) are listed after each position.
Atoms and positions in Å:
1 C 4.97675 -4.44096 -1.50943  C2 1.512, C5 1.502, H6 1.090, H7 1.090
2 C 5.31221 -5.62162 -0.62716  C1 1.512, C3 1.467, H8 1.090, H9 1.090
3 C 4.95083 -5.13643 0.70895  C2 1.467, O4 1.417, H10 1.090, H11 1.090
4 O 4.29911 -3.88456 0.58729  C3 1.417, C5 1.455
5 C 3.83224 -3.78782 -0.78773  C1 1.502, O4 1.455, H12 1.090, H13 1.090
6 H 4.64448 -4.70249 -2.51407  C1 1.090
7 H 5.86224 -3.80685 -1.55291  C1 1.090
8 H 6.33651 -5.96286 -0.77700  C2 1.090
9 H 4.65108 -6.46332 -0.83341  C2 1.090
10 H 5.88013 -4.94464 1.24532  C3 1.090
11 H 4.26044 -5.78456 1.24877  C3 1.090
12 H 3.63205 -2.76265 -1.09927  C5 1.090
13 H 2.88163 -4.30117 -0.93227  C5 1.090
14 C -1.50437 -5.05607 1.87684  C15 1.502, C18 1.505, H19 1.090, H20 1.090
15 C -0.72798 -3.95583 2.54259  C14 1.502, C16 1.513, H21 1.090, H22 1.090
16 C 0.68145 -4.25331 2.08064  C15 1.513, O17 1.448, H23 1.090, H24 1.090
17 O 0.50895 -4.65883 0.70108  C16 1.448, C18 1.410
18 C -0.80700 -5.14145 0.54581  C14 1.505, O17 1.410, H25 1.090, H26 1.090
19 H -2.57074 -4.83051 1.86991  C14 1.090
20 H -1.40151 -5.96329 2.47222  C14 1.090
21 H -0.92915 -3.96509 3.61383  C15 1.090
22 H -1.01457 -3.01165 2.07948  C15 1.090
23 H 1.20653 -5.00743 2.66690  C16 1.090
24 H 1.28979 -3.35035 2.13235  C16 1.090
25 H -0.77148 -6.19967 0.28696  C18 1.090
26 H -1.32087 -4.61529 -0.25868  C18 1.090
27 C -3.65693 0.13006 -4.46567  C28 1.513, C31 1.499, H32 1.090, H33 1.090
28 C -4.29190 -1.14675 -4.97119  C27 1.513, C29 1.526, H34 1.090, H35 1.090
29 C -3.25047 -1.78796 -5.88423  C28 1.526, O30 1.433, H36 1.090, H37 1.090
30 O -2.04544 -1.03076 -5.71965  C29 1.433, C31 1.457
31 C -2.18313 -0.10679 -4.60183  C27 1.499, O30 1.457, H38 1.090, H39 1.090
32 H -3.90347 0.34519 -3.42594  C27 1.090
33 H -3.87768 0.97041 -5.12384  C27 1.090
34 H -5.26588 -1.02664 -5.44558  C28 1.090
35 H -4.40345 -1.78815 -4.09697  C28 1.090
36 H -3.54409 -1.76725 -6.93374  C29 1.090
37 H -3.08922 -2.84992 -5.69890  C29 1.090
38 H -1.69774 0.85993 -4.73579  C31 1.090
39 H -1.80277 -0.54830 -3.68070  C31 1.090
40 C -0.24816 -4.89285 -3.63872  C41 1.511, C44 1.508, H45 1.090, H46 1.090
41 C 0.94729 -5.46433 -2.91333  C40 1.511, C42 1.528, H47 1.090, H48 1.090
42 C 2.00827 -5.28029 -3.99770  C41 1.528, O43 1.441, H49 1.090, H50 1.090
43 O 1.74875 -3.92681 -4.41957  C42 1.441, C44 1.419
44 C 0.33761 -3.84008 -4.54582  C40 1.508, O43 1.419, H51 1.090, H52 1.090
45 H -0.99864 -4.47407 -2.96827  C40 1.090
46 H -0.74001 -5.69635 -4.18696  C40 1.090
47 H 0.75467 -6.48739 -2.59029  C41 1.090
48 H 1.14863 -4.92267 -1.98911  C41 1.090
49 H 1.90457 -5.91679 -4.87646  C42 1.090
50 H 3.04310 -5.46627 -3.71022  C42 1.090
51 H 0.10698 -4.12595 -5.57207  C44 1.090
52 H 0.00357 -2.83148 -4.30241  C44 1.090
53 C 1.60469 7.69096 2.82991  C54 1.531, C57 1.497, H58 1.090, H59 1.090
54 C 2.74132 6.72551 2.48300  C53 1.531, C55 1.537, H60 1.090, H61 1.090
55 C 2.07680 5.34055 2.51713  C54 1.537, O56 1.415, H62 1.090, H63 1.090
56 O 0.73511 5.58231 2.89744  C55 1.415, C57 1.424
57 C 0.36597 6.90699 2.52903  C53 1.497, O56 1.424, H64 1.090, H65 1.090
58 H 1.60023 8.61066 2.24491  C53 1.090
59 H 1.66839 8.01677 3.86812  C53 1.090
60 H 3.60203 6.76032 3.15087  C54 1.090
61 H 3.13331 6.97344 1.49661  C54 1.090
62 H 2.56985 4.74264 3.28361  C55 1.090
63 H 2.11382 4.83163 1.55395  C55 1.090
64 H -0.51050 7.08143 3.15312  C57 1.090
65 H 0.17150 6.93100 1.45679  C57 1.090
66 C -3.29583 5.80797 1.14158  C67 1.519, C70 1.504, H71 1.090, H72 1.090
67 C -3.44068 7.08926 1.94536  C66 1.519, C68 1.524, H73 1.090, H74 1.090
68 C -4.76497 6.90245 2.67708  C67 1.524, O69 1.418, H75 1.090, H76 1.090
69 O -4.63007 5.54338 3.06020  C68 1.418, C70 1.399
70 C -3.87323 4.82874 2.12581  C66 1.504, O69 1.399, H77 1.090, H78 1.090
71 H -2.29272 5.55848 0.79574  C66 1.090
72 H -3.89608 5.85339 0.23289  C66 1.090
73 H -3.36314 8.02051 1.38422  C67 1.090
74 H -2.62322 7.13697 2.66479  C67 1.090
75 H -5.65678 6.97921 2.05507  C68 1.090
76 H -4.95912 7.54031 3.53938  C68 1.090
77 H -4.55703 4.13697 1.63389  C70 1.090
78 H -3.02959 4.29368 2.56178  C70 1.090
79 C -2.41078 0.16509 4.84238  O80 1.428, H81 1.090, H82 1.090, H83 1.090
80 O -1.65104 0.45849 6.01491  C79 1.428, H84 0.960
81 H -2.47681 0.99971 4.14442  C79 1.090
82 H -2.16102 -0.79844 4.39816  C79 1.090
83 H -3.45016 0.15668 5.17061  C79 1.090
84 H -1.43567 1.39187 5.95148  O80 0.960
85 C 4.88100 -1.85062 3.07368  O86 1.403, H87 1.090, H88 1.090, H89 1.090
86 O 3.62822 -1.99426 2.45770  C85 1.403, H90 0.960
87 H 5.58838 -1.62849 2.27469  C85 1.090
88 H 4.73809 -1.02824 3.77464  C85 1.090
89 H 5.15321 -2.75541 3.61714  C85 1.090
90 H 3.63400 -2.71962 1.82888  O86 0.960
91 C 4.31451 1.95719 2.74384  O92 1.422, H93 1.090, H94 1.090, H95 1.090
92 O 4.72544 3.28917 2.46035  C91 1.422, H96 0.960
93 H 4.94678 1.48176 3.49370  C91 1.090
94 H 3.33197 1.97502 3.21544  C91 1.090
95 H 4.24504 1.36473 1.83156  C91 1.090
96 H 4.82039 3.79159 3.27285  O92 0.960
97 C -0.30891 2.43207 -2.38098  O98 1.450, H99 1.090, H100 1.090, H101 1.090
98 O -1.13410 1.30938 -1.98133  C97 1.450, H102 0.960
99 H 0.14411 2.98851 -1.56047  C97 1.090
100 H 0.47696 2.07061 -3.04419  C97 1.090
101 H -0.91608 3.21155 -2.84127  C97 1.090
102 H -0.57856 0.59895 -1.65228  O98 0.960
103 C -1.59096 4.01691 5.32433  O104 1.418, H109 1.090, H110 1.090, H111 1.090
104 O -0.79689 2.84263 5.31540  C103 1.418, C105 1.407
105 C 0.58733 3.03394 5.47968  O104 1.407, C106 1.509, H112 1.090, H113 1.090
106 C 1.40161 1.76371 5.49379  C105 1.509, O107 1.408, H114 1.090, H115 1.090
107 O 1.14357 0.86255 4.44294  C106 1.408, C108 1.424
108 C 1.64375 -0.46055 4.60848  O107 1.424, H116 1.090, H117 1.090, H118 1.090
109 H -2.64727 3.83505 5.52241  C103 1.090
110 H -1.48911 4.54404 4.37572  C103 1.090
111 H -1.29886 4.75282 6.07347  C103 1.090
112 H 0.76198 3.44424 6.47429  C105 1.090
113 H 0.89700 3.73762 4.70699  C105 1.090
114 H 1.31532 1.21084 6.42920  C106 1.090
115 H 2.45596 2.02217 5.39553  C106 1.090
116 H 1.39288 -1.10276 3.76425  C108 1.090
117 H 0.99429 -0.87214 5.38108  C108 1.090
118 H 2.69914 -0.57601 4.85530  C108 1.090
119 C 0.56271 -1.67960 -1.48767  O120 1.466, H125 1.090, H126 1.090, H127 1.090
120 O 0.40370 -0.35945 -0.87030  C119 1.466, C121 1.368
121 C 1.37538 -0.10017 0.05686  O120 1.368, C122 1.536, H128 1.090, H129 1.090
122 C 0.82716 0.74508 1.21578  C121 1.536, O123 1.449, H130 1.090, H131 1.090
123 O 0.41072 2.04556 0.73046  C122 1.449, C124 1.416
124 C -0.14893 2.86024 1.74386  O123 1.416, H132 1.090, H133 1.090, H134 1.090
125 H 0.43612 -2.43187 -0.70911  C119 1.090
126 H 1.53176 -1.80935 -1.96956  C119 1.090
127 H -0.25967 -1.86418 -2.17884  C119 1.090
128 H 2.29689 0.29627 -0.36946  C121 1.090
129 H 1.62332 -1.00433 0.61286  C121 1.090
130 H 1.58934 0.99525 1.95375  C122 1.090
131 H -0.03021 0.28600 1.70801  C122 1.090
132 H 0.58009 3.00537 2.54108  C124 1.090
133 H -1.05360 2.48434 2.22175  C124 1.090
134 H -0.42410 3.79623 1.25775  C124 1.090
135 C -6.82783 -3.53627 -1.62125  O136 1.398, H141 1.090, H142 1.090, H143 1.090
136 O -5.64173 -2.87732 -1.28506  C135 1.398, C137 1.415
137 C -5.82046 -1.48616 -1.09725  O136 1.415, C138 1.518, H144 1.090, H145 1.090
138 C -4.51605 -0.80479 -0.72402  C137 1.518, O139 1.407, H146 1.090, H147 1.090
139 O -4.17072 -0.94551 0.63219  C138 1.407, C140 1.460
140 C -2.95512 -0.22477 0.99896  O139 1.460, H148 1.090, H149 1.090, H150 1.090
141 H -7.16651 -3.19497 -2.59947  C135 1.090
142 H -7.62467 -3.38290 -0.89349  C135 1.090
143 H -6.60034 -4.60125 -1.57482  C135 1.090
144 H -6.57651 -1.36284 -0.32183  C137 1.090
145 H -6.23818 -0.98233 -1.96890  C137 1.090
146 H -4.67057 0.23610 -1.00825  C138 1.090
147 H -3.73209 -1.15791 -1.39396  C138 1.090
148 H -2.11560 -0.50534 0.36288  C140 1.090
149 H -2.80668 -0.46940 2.05074  C140 1.090
150 H -3.15332 0.82637 0.78939  C140 1.090
151 C 0.99735 -0.32660 -8.44080  O152 1.436, H157 1.090, H158 1.090, H159 1.090
152 O 1.93359 -0.23033 -7.35641  C151 1.436, C153 1.445
153 C 1.46206 -0.96972 -6.20813  O152 1.445, C154 1.564, H160 1.090, H161 1.090
154 C 2.31756 -0.72592 -4.92215  C153 1.564, O155 1.431, H162 1.090, H163 1.090
155 O 2.41857 0.65341 -4.55382  C154 1.431, C156 1.474
156 C 3.31395 0.86679 -3.40216  O155 1.474, H164 1.090, H165 1.090, H166 1.090
157 H 1.41187 0.39433 -9.14546  C151 1.090
158 H -0.02071 -0.03177 -8.18638  C151 1.090
159 H 1.00631 -1.30616 -8.91880  C151 1.090
160 H 1.41487 -2.04532 -6.37834  C153 1.090
161 H 0.43555 -0.67629 -5.98844  C153 1.090
162 H 3.31015 -1.11433 -5.15021  C154 1.090
163 H 1.97914 -1.31477 -4.06961  C154 1.090
164 H 4.35374 0.76472 -3.71281  C156 1.090
165 H 3.12974 0.22247 -2.54250  C156 1.090
166 H 3.20396 1.91655 -3.13011  C156 1.090

DFT (wB97M-V/def2-TZVPD) results for 4 unconnected molecules or ions with the total composition CH8O5.

The energy is -419.08506 Ha. Its relative energy (zero: lowest compared OMol25 entry of this formula, charge and spin) is 1.065 eV. Its SMILES is O=CO.O.O.O. Its gap between HOMO and LUMO is 11.192 eV.

Bonds (Å) are listed after each position.
Atoms and positions in Å:
1 O 1.49357 0.21879 0.48655  C2 1.244
2 C 1.48438 0.59542 1.67163  O1 1.244, O3 1.412, H4 1.171
3 O 0.32490 0.63049 2.47722  C2 1.412, H5 0.960
4 H 2.29668 1.33693 2.07401  C2 1.171
5 H -0.27646 0.14202 1.91056  O3 0.960
6 O -1.53525 -1.22440 1.21408  H7 0.996, H8 0.956
7 H -1.68483 -0.95049 0.26821  O6 0.996
8 H -1.44057 -2.17069 1.11974  O6 0.956
9 O 0.81425 1.68241 -3.38285  H10 1.006, H11 0.953
10 H 0.81979 1.12879 -2.54345  O9 1.006
11 H 0.46286 2.53814 -3.15244  O9 0.953
12 O -1.86055 -1.58113 -1.51892  H13 0.914, H14 0.980
13 H -2.06688 -2.04472 -2.27914  O12 0.914
14 H -0.91222 -1.36171 -1.63591  O12 0.980